<P>
ORCA calculation (wB97M-V/def2-TZVPD) on C59H64N2O6PRbSSi as an isolated structure.

Results
* net charge: -2
* E_HOMO: -1.04 eV
* gap between HOMO and LUMO: 0.155 hartree
* LUMO energy: 3.18 eV
* 2S+1: 1

```
135
C59H64N2O6PRbSSi (wB97M-V/def2-TZVPD)
Rb -0.052 -0.563 0.347
C 2.266 -2.488 -1.109
C 3.492 -1.905 -1.795
C 4.149 -3.004 -2.635
C 3.081 -0.724 -2.670
C 4.225 -0.168 -3.530
O 4.168 1.250 -3.325
C 3.253 1.459 -2.324
N 2.630 0.446 -1.890
C 3.128 2.894 -1.958
C 4.148 3.733 -2.437
C 4.101 5.099 -2.259
C 3.001 5.656 -1.617
C 2.009 4.829 -1.131
C 2.045 3.433 -1.252
P 0.597 2.452 -0.408
C -0.602 3.241 -1.565
C -0.506 2.729 -2.864
C -1.327 3.187 -3.878
C -2.274 4.173 -3.614
C -2.396 4.671 -2.329
C -1.570 4.203 -1.310
C 0.865 3.414 1.153
C 2.087 3.128 1.770
C 2.445 3.707 2.977
C 1.576 4.588 3.610
C 0.359 4.881 3.011
C 0.008 4.299 1.798
H 2.511 -3.412 -0.584
H 1.521 -2.721 -1.873
H 1.826 -1.791 -0.399
H 4.212 -1.531 -1.052
H 3.450 -3.355 -3.400
H 4.404 -3.859 -2.004
H 5.065 -2.672 -3.129
H 2.240 -1.057 -3.291
H 4.109 -0.375 -4.592
H 5.207 -0.519 -3.203
H 4.981 3.289 -2.962
H 4.904 5.725 -2.628
H 2.920 6.730 -1.494
H 1.163 5.282 -0.626
H 0.210 1.937 -3.065
H -1.242 2.765 -4.872
H -2.920 4.535 -4.405
H -3.149 5.417 -2.103
H -1.723 4.586 -0.312
H 2.770 2.442 1.276
H 3.399 3.468 3.432
H 1.842 5.030 4.563
H -0.329 5.566 3.495
H -0.960 4.524 1.377
C -4.332 4.678 3.598
O -5.121 4.219 2.523
C -4.515 3.378 1.623
C -5.321 2.952 0.557
C -4.789 2.053 -0.342
C -3.464 1.604 -0.281
C -2.977 0.517 -1.161
C -3.978 -0.522 -1.614
O -1.797 0.354 -1.432
C -2.612 2.110 0.752
O -1.368 1.821 0.845
C -3.208 2.961 1.733
H -4.962 5.348 4.180
H -3.451 5.224 3.248
H -3.999 3.853 4.234
H -6.340 3.308 0.485
H -5.422 1.704 -1.149
H -4.898 -0.084 -2.003
H -4.238 -1.145 -0.753
H -3.517 -1.154 -2.370
H -2.570 3.275 2.547
C -1.180 0.060 3.564
C 0.294 0.292 3.707
O 1.029 0.171 2.753
C 0.847 0.652 5.053
C 2.189 0.992 5.171
C 2.728 1.333 6.400
C 1.925 1.325 7.534
C 0.587 0.975 7.428
C 0.052 0.643 6.192
H -1.438 0.035 2.514
H -1.748 0.855 4.052
H -1.448 -0.901 4.012
H 2.800 0.979 4.279
H 3.775 1.598 6.477
H 2.343 1.587 8.498
H -0.040 0.958 8.310
H -0.991 0.363 6.120
C -2.700 -3.914 3.095
Si -2.098 -3.381 1.335
C -0.920 -4.875 0.966
C -3.592 -3.893 0.240
C -4.899 -4.053 0.717
C -5.963 -4.350 -0.132
C -5.747 -4.507 -1.495
C -4.458 -4.358 -1.998
C -3.410 -4.046 -1.145
H -3.043 -4.959 3.125
H -3.515 -3.280 3.463
H -1.868 -3.815 3.803
H -1.403 -5.841 1.173
H -0.012 -4.813 1.578
H -0.603 -4.882 -0.084
H -5.092 -3.945 1.780
H -6.964 -4.461 0.271
H -6.572 -4.746 -2.158
H -4.271 -4.477 -3.060
H -2.418 -3.905 -1.570
C -0.089 -1.934 -3.770
C 0.299 -3.061 -4.439
C 0.447 -4.359 -3.800
C 0.896 -5.456 -4.475
C 1.246 -5.405 -5.848
C 1.081 -4.159 -6.508
C 0.633 -3.052 -5.855
C 1.741 -6.538 -6.539
N 2.156 -7.458 -7.112
H -0.345 -1.935 -2.716
H -0.182 -0.985 -4.291
H 0.181 -4.447 -2.751
H 0.988 -6.403 -3.953
H 1.311 -4.106 -7.567
H 0.510 -2.117 -6.394
C 3.909 -3.215 1.919
S 2.840 -1.887 2.514
C 3.988 -0.571 2.070
O 2.864 -2.026 4.000
H 4.793 -3.224 2.559
H 4.176 -3.054 0.875
H 3.355 -4.147 2.026
H 4.170 -0.616 0.995
H 4.906 -0.716 2.641
H 3.513 0.377 2.314
```

---

<Q>
ORCA calculation (wB97M-V/def2-TZVPD) on C59H64N2O6PRbSSi as an isolated structure.

Results
* net charge: -2
* E_HOMO: -0.76 eV
* gap between HOMO and LUMO: 0.136 hartree
* LUMO energy: 2.95 eV
* 2S+1: 1

```
135
C59H64N2O6PRbSSi (wB97M-V/def2-TZVPD)
Rb -0.005 -0.563 -0.456
C -2.083 -2.955 1.726
C -3.376 -2.494 2.396
C -4.085 -1.462 1.518
C -3.091 -1.944 3.797
C -4.356 -1.686 4.638
O -4.314 -0.275 4.924
C -3.153 0.192 4.359
N -2.431 -0.644 3.756
C -2.862 1.626 4.588
C -3.577 2.243 5.620
C -3.304 3.541 6.003
C -2.301 4.237 5.348
C -1.619 3.646 4.302
C -1.881 2.340 3.870
P -0.918 1.604 2.413
C 0.626 1.346 3.432
C 0.833 0.054 3.916
C 1.911 -0.242 4.741
C 2.814 0.750 5.087
C 2.624 2.040 4.609
C 1.539 2.337 3.798
C -0.519 3.125 1.457
C 0.729 3.292 0.856
C 0.997 4.421 0.092
C 0.016 5.383 -0.107
C -1.253 5.189 0.422
C -1.519 4.063 1.187
H -2.290 -3.444 0.774
H -1.529 -3.660 2.356
H -1.446 -2.087 1.515
H -4.036 -3.357 2.546
H -3.437 -0.597 1.343
H -5.018 -1.109 1.975
H -4.328 -1.890 0.544
H -2.422 -2.645 4.303
H -4.364 -2.236 5.578
H -5.274 -1.905 4.091
H -4.341 1.671 6.129
H -3.855 4.000 6.815
H -2.051 5.248 5.649
H -0.861 4.223 3.791
H 0.128 -0.722 3.637
H 2.054 -1.255 5.104
H 3.672 0.517 5.706
H 3.331 2.820 4.863
H 1.414 3.350 3.441
H 1.491 2.521 0.947
H 1.973 4.526 -0.369
H 0.223 6.257 -0.714
H -2.045 5.901 0.215
H -2.518 3.911 1.583
C 1.624 5.509 -4.274
O 0.217 5.589 -4.120
C -0.367 4.581 -3.407
C -1.764 4.716 -3.224
C -2.422 3.742 -2.521
C -1.765 2.643 -1.932
C -2.519 1.656 -1.179
C -4.013 1.533 -1.449
O -2.020 0.898 -0.340
C -0.335 2.494 -2.116
O 0.323 1.514 -1.679
C 0.321 3.517 -2.897
H 1.929 6.411 -4.801
H 1.913 4.631 -4.859
H 2.134 5.459 -3.308
H -2.278 5.576 -3.639
H -3.494 3.846 -2.384
H -4.562 2.287 -0.872
H -4.329 0.543 -1.131
H -4.240 1.658 -2.506
H 1.389 3.381 -3.026
C 2.047 -2.839 2.221
C 1.436 -3.723 1.174
O 0.783 -3.267 0.277
C 1.634 -5.214 1.244
C 1.236 -5.990 0.162
C 1.380 -7.368 0.187
C 1.923 -7.986 1.306
C 2.317 -7.218 2.391
C 2.174 -5.837 2.357
H 2.032 -1.801 1.872
H 3.081 -3.123 2.426
H 1.474 -2.920 3.155
H 0.821 -5.483 -0.702
H 1.071 -7.961 -0.664
H 2.040 -9.062 1.333
H 2.740 -7.695 3.267
H 2.478 -5.246 3.213
C 4.758 0.178 1.824
Si 3.570 0.060 0.296
C 4.461 -1.363 -0.663
C 4.055 1.625 -0.684
C 3.964 1.669 -2.087
C 4.238 2.827 -2.805
C 4.604 3.998 -2.142
C 4.682 3.989 -0.753
C 4.410 2.822 -0.043
H 5.770 0.525 1.546
H 4.858 -0.818 2.280
H 4.369 0.849 2.598
H 5.549 -1.209 -0.752
H 4.052 -1.488 -1.674
H 4.298 -2.310 -0.130
H 3.650 0.779 -2.628
H 4.157 2.821 -3.889
H 4.822 4.903 -2.700
H 4.959 4.896 -0.221
H 4.475 2.841 1.045
C 1.237 -1.349 -4.240
C 0.560 -1.797 -5.341
C -0.507 -1.043 -5.981
C -1.209 -1.533 -7.040
C -0.941 -2.815 -7.599
C 0.096 -3.572 -6.998
C 0.810 -3.101 -5.934
C -1.670 -3.321 -8.705
N -2.262 -3.740 -9.613
H 1.045 -0.365 -3.815
H 2.010 -1.958 -3.777
H -0.753 -0.068 -5.572
H -2.006 -0.939 -7.477
H 0.320 -4.553 -7.405
H 1.594 -3.716 -5.500
C -3.562 -3.764 -1.797
S -2.488 -2.313 -1.803
C -1.160 -3.113 -2.706
O -3.146 -1.337 -2.718
H -3.752 -4.013 -2.843
H -4.492 -3.486 -1.299
H -3.080 -4.595 -1.273
H -0.673 -3.838 -2.045
H -0.440 -2.337 -2.999
H -1.553 -3.582 -3.608
```

---

Stability, lowest: <Q>

---

<P>
ORCA calculation (wB97M-V/def2-TZVPD) on C25H23MgNP2Se3Te as an isolated structure.

Results
* E_HOMO: -6.94 eV
* gap between HOMO and LUMO: 0.253 hartree
* LUMO energy: -0.06 eV
* 2S+1: 1

```
56
C25H23MgNP2Se3Te (wB97M-V/def2-TZVPD)
Mg -0.373 2.884 -0.281
Se 1.843 3.936 -0.087
Se 0.821 5.590 1.280
Te -1.144 6.211 -0.149
Se -2.503 4.083 0.025
C 2.305 -0.644 0.323
N 0.983 -0.140 -0.079
P -0.058 0.604 1.061
C -1.256 -0.681 1.541
C -1.021 -2.028 1.277
C -1.943 -2.987 1.670
C -3.103 -2.601 2.328
C -3.340 -1.259 2.590
C -2.420 -0.298 2.197
C 0.853 0.807 2.613
C 1.284 -0.277 3.381
C 1.917 -0.069 4.593
C 2.107 1.227 5.062
C 1.658 2.306 4.323
C 1.030 2.098 3.100
P 0.981 0.585 -1.672
C 1.537 -0.823 -2.695
C 2.650 -0.621 -3.503
C 3.143 -1.655 -4.291
C 2.527 -2.895 -4.264
C 1.414 -3.106 -3.456
C 0.920 -2.074 -2.679
C -0.799 0.684 -2.084
C -1.142 1.758 -2.909
C -2.450 1.927 -3.350
C -3.427 1.034 -2.952
C -3.099 -0.036 -2.124
C -1.796 -0.218 -1.700
H 2.206 -1.515 0.969
H 2.896 0.119 0.834
H 2.851 -0.967 -0.564
H -0.120 -2.313 0.745
H -1.760 -4.033 1.463
H -3.826 -3.346 2.634
H -4.248 -0.957 3.096
H -2.616 0.751 2.394
H 1.098 -1.290 3.044
H 2.249 -0.915 5.179
H 2.596 1.388 6.014
H 1.790 3.318 4.681
H 0.693 2.960 2.537
H 3.131 0.350 -3.514
H 4.009 -1.491 -4.919
H 2.911 -3.703 -4.873
H 0.937 -4.077 -3.441
H 0.053 -2.239 -2.052
H -0.380 2.475 -3.205
H -2.698 2.773 -3.977
H -4.451 1.172 -3.272
H -3.867 -0.729 -1.805
H -1.555 -1.053 -1.060
```

---

<Q>
ORCA calculation (wB97M-V/def2-TZVPD) on C25H23MgNP2Se3Te as an isolated structure.

Results
* E_HOMO: -6.82 eV
* gap between HOMO and LUMO: 0.246 hartree
* LUMO energy: -0.13 eV
* 2S+1: 1

```
56
C25H23MgNP2Se3Te (wB97M-V/def2-TZVPD)
Mg -2.670 -1.224 0.873
Se -4.445 -0.708 -0.839
Se -5.421 -2.798 -0.489
Te -3.479 -4.363 -0.140
Se -2.567 -3.447 2.014
C 1.622 0.047 0.062
N 0.226 -0.323 0.288
P -0.654 0.253 1.623
C -0.659 2.068 1.390
C 0.419 2.907 1.658
C 0.347 4.250 1.337
C -0.795 4.767 0.747
C -1.879 3.942 0.492
C -1.812 2.598 0.812
C 0.493 -0.018 2.999
C 0.521 0.856 4.083
C 1.326 0.582 5.173
C 2.090 -0.573 5.198
C 2.028 -1.469 4.141
C 1.228 -1.200 3.047
P -0.668 -1.169 -0.902
C 0.663 -2.199 -1.611
C 0.956 -3.378 -0.929
C 1.962 -4.209 -1.389
C 2.669 -3.870 -2.533
C 2.366 -2.708 -3.224
C 1.365 -1.870 -2.766
C -0.954 0.057 -2.226
C -0.629 1.404 -2.115
C -0.982 2.287 -3.119
C -1.680 1.839 -4.227
C -2.031 0.502 -4.335
C -1.671 -0.386 -3.339
H 1.932 0.773 0.811
H 1.763 0.488 -0.926
H 2.270 -0.829 0.139
H 1.313 2.516 2.125
H 1.187 4.895 1.546
H -0.839 5.814 0.490
H -2.771 4.345 0.038
H -2.655 1.943 0.602
H -0.095 1.745 4.068
H 1.362 1.271 6.005
H 2.720 -0.783 6.050
H 2.608 -2.379 4.176
H 1.158 -1.906 2.229
H 0.385 -3.642 -0.043
H 2.203 -5.122 -0.866
H 3.452 -4.518 -2.894
H 2.919 -2.455 -4.116
H 1.122 -0.965 -3.306
H -0.109 1.775 -1.242
H -0.714 3.330 -3.029
H -1.962 2.534 -5.003
H -2.588 0.159 -5.195
H -1.943 -1.433 -3.411
```

---

Stability, lowest: <P>

---

<P>
ORCA calculation (wB97M-V/def2-TZVPD) on F2H3N2PS as an isolated structure.

Results
* E_HOMO: -10.53 eV
* gap between HOMO and LUMO: 0.357 hartree
* LUMO energy: -0.82 eV
* 2S+1: 1

```
9
F2H3N2PS (wB97M-V/def2-TZVPD)
N 0.344 0.322 -0.079
N -0.817 -0.405 -0.152
F -0.056 -2.926 0.112
F -0.063 -1.114 2.302
P -1.181 -1.740 0.643
S -3.014 -2.391 0.968
H 0.439 0.493 0.921
H 1.134 -0.191 -0.628
H -1.584 0.172 -0.483
```

---

<Q>
ORCA calculation (wB97M-V/def2-TZVPD) on a 2-piece molecular cluster, F2H3N2PS overall.

Results
* E_HOMO: -10.26 eV
* gap between HOMO and LUMO: 0.327 hartree
* LUMO energy: -1.37 eV
* 2S+1: 1

```
9
F2H3N2PS (wB97M-V/def2-TZVPD)
N -0.569 1.503 0.403
N -0.346 0.400 -0.459
F 1.848 -0.360 0.373
F -0.336 -2.083 1.350
P 0.546 -0.981 -0.441
S 1.131 -2.149 -1.907
H -1.570 1.429 0.773
H 0.114 1.641 1.203
H -0.818 0.601 -1.295
```

---

Stability, lowest: <Q>

---

<P>
ORCA calculation (wB97M-V/def2-TZVPD) on C3H9N3OS as an isolated structure.

Results
* E_HOMO: -8.57 eV
* gap between HOMO and LUMO: 0.331 hartree
* LUMO energy: 0.44 eV
* 2S+1: 1

```
17
C3H9N3OS (wB97M-V/def2-TZVPD)
C 0.782 -1.479 -0.005
C 0.310 -0.417 0.863
C -0.430 0.733 0.281
H 2.332 -1.598 -1.437
H 1.594 0.014 -1.099
H 1.056 -2.325 0.773
H 0.080 -2.252 -0.611
H -0.252 -1.150 1.560
H 1.277 -0.057 1.204
H -1.754 1.359 -1.168
H -3.269 -0.037 1.016
H 0.358 3.648 0.285
N 1.812 -0.911 -0.791
N -1.395 0.475 -0.715
N 0.337 1.799 0.475
O -0.156 2.808 -0.450
S -2.682 -0.609 -0.183
```

---

<Q>
ORCA calculation (wB97M-V/def2-TZVPD) on one molecule with the formula C3H9N3OS.

Results
* E_HOMO: -9.25 eV
* gap between HOMO and LUMO: 0.363 hartree
* LUMO energy: 0.62 eV
* 2S+1: 1

```
17
C3H9N3OS (wB97M-V/def2-TZVPD)
C -0.776 1.188 0.165
C -1.846 0.192 -0.041
C 0.527 0.921 -0.477
N 2.773 0.260 0.865
N -1.244 -1.210 -0.125
N -1.449 -1.843 0.874
O 2.044 -0.906 -1.408
S 1.554 -0.488 0.257
H -1.168 2.164 -0.058
H -0.745 1.361 1.327
H -2.620 0.022 0.789
H -2.317 0.321 -0.975
H 0.273 0.654 -1.481
H 1.296 1.759 -0.434
H 3.075 -0.155 1.778
H -0.899 -2.637 0.783
H 1.522 -1.604 -1.840
```

---

<R>
ORCA calculation (wB97M-V/def2-TZVPD) on one molecule with the formula C3H9N3OS.

Results
* SMILES string: CN(N)/C(CO)=N\S
* E_HOMO: -8.63 eV
* gap between HOMO and LUMO: 0.348 hartree
* LUMO energy: 0.83 eV
* 2S+1: 1

```
17
C3H9N3OS (wB97M-V/def2-TZVPD)
C -1.527 1.645 -0.529
C -0.255 -0.258 0.299
C -1.559 -0.956 0.694
H -2.183 0.978 -1.044
H -1.304 2.491 -1.162
H -2.006 2.007 0.367
H 0.550 1.774 1.507
H 1.510 1.751 0.130
H -1.274 -1.718 1.398
H -2.258 -0.286 1.177
H -1.609 -2.151 -0.916
H 1.951 0.085 -1.336
N -0.261 1.019 -0.150
N 0.558 1.921 0.493
N 0.735 -1.065 0.354
O -2.161 -1.467 -0.489
S 2.297 -0.557 -0.242
```

---

Stability, lowest: <P>

---

<P>
ORCA calculation (wB97M-V/def2-TZVPD) on one molecule with the formula C2HN3O3.

Results
* SMILES string: O=c1nn[nH]oc1=O
* E_HOMO: -9.84 eV
* gap between HOMO and LUMO: 0.311 hartree
* LUMO energy: -1.38 eV
* 2S+1: 1

```
9
C2HN3O3 (wB97M-V/def2-TZVPD)
C -0.128 -0.531 -1.070
C 0.314 0.763 -0.748
H 0.262 0.544 2.416
N -0.372 -1.472 0.087
N -0.490 -0.914 1.175
N -0.416 0.347 1.523
O -0.086 -1.044 -2.177
O 0.466 1.001 0.591
O 0.449 1.306 -1.799
```

---

<Q>
ORCA calculation (wB97M-V/def2-TZVPD) on one molecule with the formula C2HN3O3.

Results
* SMILES string: O=COc1nnno1
* E_HOMO: -11.00 eV
* gap between HOMO and LUMO: 0.400 hartree
* LUMO energy: -0.10 eV
* 2S+1: 1

```
9
C2HN3O3 (wB97M-V/def2-TZVPD)
C 0.657 1.360 1.230
C -0.464 -0.181 -0.205
H 0.334 2.190 1.903
N 0.616 -0.806 -0.700
N 0.215 -1.746 -1.524
N -1.028 -1.807 -1.583
O 1.739 0.856 1.095
O -0.543 0.871 0.558
O -1.527 -0.737 -0.774
```

---

<R>
ORCA calculation (wB97M-V/def2-TZVPD) on one molecule with the formula C2HN3O3.

Results
* SMILES string: O=c1nn[nH]oc1=O
* E_HOMO: -10.54 eV
* gap between HOMO and LUMO: 0.329 hartree
* LUMO energy: -1.58 eV
* 2S+1: 1

```
9
C2HN3O3 (wB97M-V/def2-TZVPD)
C -0.673 -0.776 0.009
C -0.624 0.753 -0.031
H 2.512 0.872 -0.157
N 0.506 -1.449 -0.191
N 1.597 -0.831 -0.060
N 1.701 0.461 0.268
O -1.721 -1.336 0.139
O 0.597 1.348 -0.063
O -1.546 1.488 -0.056
```

---

Stability, lowest: <P>